[1]
The following is a DFT calculation (ωB97M-V/def2-TZVPD) of 2 unconnected molecules or ions with the total composition C23H17BrF4O2.

Geometry as XYZ:
```
47
C23H17BrF4O2 ωB97M-V/def2-TZVPD
F -1.17 -1.10 -5.03
C -0.61 -0.11 -4.26
C 0.49 0.57 -4.78
C 1.03 1.56 -3.96
F 2.14 2.24 -4.43
C 0.54 1.85 -2.71
C -0.56 1.11 -2.15
C -1.00 1.48 -0.85
C -2.20 1.20 -0.16
C -2.48 1.98 1.02
C -3.61 1.75 1.77
F -3.81 2.48 2.92
C -4.56 0.79 1.44
C -4.34 0.09 0.26
F -5.25 -0.87 -0.11
C -3.23 0.28 -0.56
C -1.15 0.14 -3.01
H 0.91 0.34 -5.75
H 0.98 2.67 -2.12
H -0.39 2.25 -0.38
H -1.78 2.77 1.30
H -5.44 0.60 2.05
H -3.16 -0.26 -1.49
H -2.03 -0.41 -2.70
C 3.94 -0.24 -2.53
C 3.71 -0.05 -1.05
O 2.53 -0.82 -0.70
C 2.35 -0.75 0.65
C 1.07 -1.27 1.04
C 0.74 -1.48 2.39
C 1.64 -1.12 3.45
C 1.25 -1.19 4.79
C -0.02 -1.68 5.13
Br -0.57 -1.70 6.93
C -0.90 -2.14 4.11
C -0.51 -2.07 2.78
O 3.25 -0.29 1.37
H 4.60 0.56 -2.89
H 4.45 -1.19 -2.71
H 3.02 -0.22 -3.13
H 4.59 -0.39 -0.49
H 3.50 1.01 -0.81
H 0.49 -1.74 0.24
H 2.63 -0.77 3.20
H 1.94 -0.87 5.57
H -1.88 -2.52 4.39
H -1.16 -2.48 1.98
```

Summary:
- Kohn-Sham gap: 3.00 eV
- F_max: 1.90 eV Å⁻¹



[2]
The following is a DFT calculation (ωB97M-V/def2-TZVPD) of 2 unconnected molecules or ions with the total composition CH3ClO2S.

Geometry as XYZ:
```
8
CH3ClO2S ωB97M-V/def2-TZVPD
O 1.38 -0.06 1.45
S -0.18 0.03 1.91
Cl -0.77 1.92 1.27
H 1.68 -0.63 0.72
C -0.54 -0.36 -1.36
O 0.51 -0.87 -1.10
H -0.53 0.58 -1.81
H -1.56 -0.61 -1.10
```

Summary:
- ΔE to the lowest compared entry with this formula, charge and spin: 51.5 kcal per mole
- SMILES: OSCl.C=O
- Kohn-Sham gap: 9.16 eV
- F_max: 2.32 eV Å⁻¹



[3]
The following is a DFT calculation (ωB97M-V/def2-TZVPD) of 17 unconnected molecules or ions with the total composition C58H118N8O27.

Geometry as XYZ:
```
211
C58H118N8O27 ωB97M-V/def2-TZVPD
C 5.77 1.11 -2.80
O 4.51 1.49 -3.44
C 4.62 2.75 -4.18
C 3.29 3.30 -4.72
O 2.37 3.64 -3.67
C 1.22 4.25 -4.31
C 0.12 4.72 -3.32
O -0.44 3.75 -2.41
C -1.31 2.81 -3.01
H 5.73 0.09 -2.41
H 6.04 1.78 -1.98
H 6.63 1.11 -3.47
H 5.22 2.44 -5.04
H 5.24 3.52 -3.71
H 2.84 2.57 -5.40
H 3.51 4.15 -5.36
H 0.78 3.49 -4.95
H 1.40 5.06 -5.02
H -0.62 5.13 -4.02
H 0.45 5.59 -2.75
H -1.93 2.37 -2.24
H -0.68 2.18 -3.64
H -2.07 3.27 -3.64
C 0.90 3.81 5.44
O 1.30 4.15 4.14
C 1.11 5.52 3.78
C -0.37 5.91 3.55
O -1.02 4.96 2.68
C -0.54 4.88 1.32
C -0.81 6.12 0.40
O -2.15 6.67 0.42
C -3.04 6.00 -0.51
H 1.16 2.77 5.68
H -0.17 3.96 5.62
H 1.45 4.40 6.17
H 1.61 5.83 2.86
H 1.59 6.08 4.58
H -0.66 6.95 3.45
H -0.89 5.70 4.49
H -1.05 4.04 0.87
H 0.52 4.63 1.34
H -0.34 5.99 -0.58
H -0.15 6.88 0.80
H -2.79 4.95 -0.62
H -2.99 6.62 -1.41
H -4.03 6.27 -0.15
C -4.00 5.73 3.12
O -5.11 6.54 3.47
C -5.78 7.12 2.40
C -6.64 8.36 2.71
O -7.76 8.11 3.54
C -7.52 7.90 4.92
C -8.86 7.94 5.77
O -9.71 6.92 5.24
C -9.37 5.60 5.58
H -3.42 6.16 2.30
H -4.37 4.75 2.81
H -3.33 5.59 3.97
H -6.43 6.36 1.96
H -5.17 7.45 1.56
H -7.00 8.77 1.76
H -6.02 9.20 3.04
H -6.74 8.53 5.34
H -7.07 6.91 4.97
H -9.37 8.86 5.50
H -8.67 7.89 6.84
H -8.64 5.21 4.88
H -10.24 4.93 5.50
H -9.06 5.36 6.60
C -5.65 -3.19 0.71
O -4.99 -3.70 1.91
C -5.16 -2.81 3.03
C -4.43 -3.35 4.32
O -3.23 -4.08 4.19
C -2.26 -3.29 3.65
C -1.00 -4.17 3.71
O -0.03 -3.72 2.78
C 1.19 -4.43 2.82
H -6.66 -2.88 0.97
H -5.76 -3.99 -0.02
H -4.97 -2.42 0.37
H -6.18 -2.59 3.32
H -4.81 -1.80 2.80
H -5.25 -3.92 4.75
H -4.30 -2.44 4.92
H -2.05 -2.42 4.27
H -2.47 -3.03 2.61
H -1.24 -5.22 3.54
H -0.63 -4.15 4.74
H 1.88 -3.96 2.12
H 1.11 -5.46 2.48
H 1.64 -4.47 3.82
C 4.70 -3.96 -3.05
O 5.00 -4.02 -4.40
C 4.47 -5.15 -5.01
C 4.97 -5.28 -6.46
O 4.19 -4.33 -7.16
C 4.51 -4.12 -8.51
C 3.39 -3.33 -9.24
O 2.96 -2.08 -8.63
C 2.28 -1.25 -9.53
H 5.09 -3.07 -2.56
H 5.05 -4.87 -2.57
H 3.61 -3.88 -2.97
H 3.38 -5.11 -4.96
H 4.86 -6.02 -4.48
H 4.75 -6.30 -6.74
H 6.05 -5.15 -6.53
H 4.85 -4.97 -9.11
H 5.36 -3.44 -8.40
H 2.45 -3.87 -9.12
H 3.43 -3.28 -10.33
H 2.15 -0.24 -9.13
H 1.30 -1.71 -9.70
H 2.77 -1.25 -10.50
C -2.62 2.73 4.35
O -1.84 1.78 5.01
C -2.29 0.57 5.36
O -3.45 0.13 5.25
O -1.32 -0.20 5.87
C 0.06 0.15 5.79
H -3.59 2.81 4.84
H -2.72 2.46 3.30
H -2.21 3.74 4.33
H 0.50 0.61 4.91
H 0.61 -0.78 5.96
H 0.50 0.72 6.61
C 0.77 -2.32 0.11
O 0.05 -1.37 -0.68
C -0.63 -0.34 -0.19
O -1.31 0.48 -0.90
O -0.59 -0.26 1.16
C -1.39 0.66 1.87
H 1.57 -2.77 -0.48
H 0.32 -3.21 0.54
H 1.31 -1.92 0.96
H -2.46 0.49 1.73
H -1.09 1.67 1.58
H -1.28 0.44 2.93
C 7.30 -5.20 5.39
O 6.61 -6.18 4.59
C 5.51 -5.87 3.94
O 4.83 -4.80 4.02
O 5.35 -6.87 3.02
C 4.12 -6.83 2.29
H 6.96 -4.19 5.13
H 8.38 -5.31 5.37
H 6.90 -5.36 6.39
H 3.57 -7.77 2.42
H 4.32 -6.83 1.22
H 3.52 -5.94 2.48
C -2.78 -1.10 -3.41
O -3.47 0.04 -3.25
C -4.09 0.34 -2.11
O -4.16 -0.41 -1.14
O -4.79 1.50 -2.27
C -5.25 2.17 -1.10
H -3.39 -1.80 -3.97
H -2.27 -1.37 -2.48
H -2.06 -0.86 -4.20
H -4.51 2.71 -0.52
H -5.60 1.38 -0.44
H -6.09 2.82 -1.36
C 1.30 -0.55 -3.33
C 0.96 0.14 -4.63
N 0.61 0.66 -5.62
H 2.30 -1.00 -3.32
H 0.40 -1.09 -3.04
H 1.26 0.31 -2.67
C 4.79 -3.11 1.31
C 5.62 -4.22 0.78
N 6.27 -5.15 0.40
H 3.90 -2.97 0.71
H 5.32 -2.17 1.45
H 4.47 -3.51 2.28
C 3.70 -7.30 -1.31
C 3.09 -6.09 -0.77
N 2.63 -5.18 -0.32
H 4.12 -7.22 -2.31
H 3.03 -8.16 -1.29
H 4.42 -7.77 -0.65
C -2.28 -3.73 -0.73
C -1.91 -5.02 -0.12
N -1.68 -6.02 0.38
H -1.41 -3.37 -1.26
H -2.54 -3.01 0.05
H -3.10 -3.65 -1.44
C 0.06 -6.44 -2.98
C 0.88 -7.61 -3.27
N 1.55 -8.54 -3.48
H 0.60 -5.53 -3.24
H -0.24 -6.29 -1.94
H -0.91 -6.62 -3.45
C 2.04 1.90 -0.41
C 2.82 0.61 -0.18
N 3.47 -0.35 -0.03
H 1.69 2.24 0.56
H 1.11 1.71 -0.94
H 2.65 2.57 -1.02
C 4.42 2.15 2.62
C 5.57 2.34 3.53
N 6.43 2.56 4.27
H 4.81 2.12 1.61
H 3.74 3.00 2.70
H 4.00 1.17 2.82
C 1.59 -2.90 -5.72
C 0.26 -3.17 -5.14
N -0.77 -3.37 -4.70
H 1.61 -1.93 -6.21
H 1.83 -3.65 -6.48
H 2.33 -2.91 -4.92
```

Summary:
- Kohn-Sham gap: 9.51 eV
- F_max: 4.99 eV Å⁻¹



[4]
The following is a DFT calculation (ωB97M-V/def2-TZVPD) of a molecular structure, C24H41MnNO8P2Si2.

Geometry as XYZ:
```
79
C24H41MnNO8P2Si2 ωB97M-V/def2-TZVPD
Mn -0.33 1.31 0.58
C 0.63 -2.28 -1.31
Si -1.03 -1.44 -1.68
C -1.50 -2.13 -3.38
C -2.32 -2.14 -0.49
C -0.87 0.40 -1.49
C 0.43 0.95 -1.93
C 1.21 0.53 -3.02
C 2.39 1.17 -3.31
C 2.81 2.24 -2.51
C 2.02 2.60 -1.45
N 0.88 1.97 -1.16
Si -2.23 1.52 -2.14
C -1.50 3.18 -2.67
C -3.66 1.95 -0.98
C -3.12 0.83 -3.65
H 0.47 -3.20 -0.75
H 1.32 -1.66 -0.75
H 1.13 -2.56 -2.24
H -1.32 -3.21 -3.36
H -0.89 -1.72 -4.18
H -2.55 -1.98 -3.64
H -2.47 -3.21 -0.70
H -3.28 -1.64 -0.60
H -2.00 -2.03 0.54
H 0.86 -0.28 -3.64
H 2.99 0.85 -4.15
H 3.73 2.77 -2.72
H 2.30 3.40 -0.77
H -1.13 3.76 -1.82
H -2.29 3.77 -3.15
H -0.69 3.08 -3.39
H -3.35 2.47 -0.08
H -4.19 1.03 -0.72
H -4.35 2.59 -1.54
H -2.44 0.53 -4.45
H -3.79 1.59 -4.05
H -3.73 -0.04 -3.39
C -3.65 3.28 3.21
C -2.78 2.07 3.51
O -2.98 1.74 4.88
P -3.22 0.64 2.45
O -3.18 -0.59 3.44
O -4.76 0.72 2.06
O -2.36 0.49 1.25
P -1.01 2.37 3.13
O -0.60 3.47 4.23
O -0.27 1.09 3.29
O -0.94 2.98 1.74
H -4.69 3.07 3.45
H -3.56 3.56 2.16
H -3.30 4.12 3.81
H -2.42 0.97 5.09
H -2.94 -1.41 3.00
H -4.89 1.19 1.22
H 0.13 3.16 4.77
C 4.26 -5.16 0.85
C 3.88 -3.72 0.95
C 2.69 -3.33 1.54
C 2.29 -2.00 1.61
C 0.96 -1.68 2.21
C 3.16 -1.02 1.10
C 2.85 0.41 1.18
O 1.75 0.93 1.31
C 4.39 -1.39 0.51
C 5.33 -0.37 -0.08
C 4.72 -2.73 0.43
H 3.62 -5.79 1.46
H 5.29 -5.32 1.16
H 4.18 -5.51 -0.19
H 2.03 -4.09 1.95
H 0.58 -2.55 2.75
H 0.24 -1.44 1.42
H 0.98 -0.83 2.88
H 3.73 1.08 1.15
H 4.84 0.24 -0.83
H 6.17 -0.87 -0.55
H 5.73 0.30 0.69
H 5.65 -3.02 -0.04
```

Summary:
- Kohn-Sham gap (spin up / spin down): 6.76 / 7.27 eV
- Multiplicity: 6
- F_max: 0.46 eV Å⁻¹



[5]
The following is a DFT calculation (ωB97M-V/def2-TZVPD) of 3 unconnected molecules or ions with the total composition CH9N4S.

Geometry as XYZ:
```
15
CH9N4S ωB97M-V/def2-TZVPD
C 1.19 0.26 -0.69
N 0.49 0.30 0.36
N 1.05 -0.31 -1.84
N -3.24 -0.70 1.50
N 3.35 1.42 -0.98
S -1.93 -1.42 0.42
H 0.79 0.79 1.19
H -0.44 -0.29 0.45
H 1.75 -0.16 -2.55
H 0.25 -0.90 -2.06
H -4.06 -0.49 0.92
H -3.49 -1.41 2.19
H 3.27 2.10 -0.23
H 3.92 0.65 -0.65
H -2.91 0.15 1.97
```

Summary:
- Charge: +1
- ΔE to the lowest compared entry with this formula, charge and spin: 86.2 kcal per mole
- Kohn-Sham gap: 7.26 eV
- F_max: 4.35 eV Å⁻¹



[6]
The following is a DFT calculation (ωB97M-V/def2-TZVPD) of 4 unconnected molecules or ions with the total composition C6H20NO3.

Geometry as XYZ:
```
30
C6H20NO3 ωB97M-V/def2-TZVPD
C 1.77 0.02 0.53
C 0.49 -0.26 -0.25
C 0.35 -1.74 -0.68
C 0.15 -2.67 0.53
C -0.96 -2.27 1.46
C -2.16 -1.86 1.04
N 2.74 0.82 -0.31
H 1.51 0.59 1.44
H 2.21 -0.88 0.88
H 0.41 0.35 -1.16
H -0.44 0.05 0.32
H 1.21 -2.04 -1.29
H -0.51 -1.81 -1.35
H -0.05 -3.75 0.12
H 1.07 -2.75 1.10
H -0.78 -2.37 2.51
H -2.97 -1.61 1.70
H -2.45 -1.73 -0.02
H 2.93 0.27 -1.15
H 3.62 1.04 0.24
H 2.28 1.74 -0.59
H 1.55 3.86 -1.02
H 0.46 2.84 -0.92
O 1.37 3.07 -0.64
H -3.19 0.67 0.51
H -3.52 2.14 0.74
O -2.82 1.54 0.51
H -1.51 2.65 -2.09
H -1.72 1.92 -0.74
O -1.03 2.17 -1.41
```

Summary:
- Charge: +1
- ΔE to the lowest compared entry with this formula, charge and spin: 19.8 kcal per mole
- Kohn-Sham gap: 9.81 eV
- F_max: 3.92 eV Å⁻¹



The highest F_max belongs to which entry?
C58H118N8O27



What is the F_max in the second record?
2.32 eV Å⁻¹



The highest F_max belongs to which entry?
C58H118N8O27